No. 1
The following is a quantum chemistry calculation of a 2-piece molecular cluster, C6H12O2 overall, from the Open Molecules 2025 dataset.

CARTESIAN COORDINATES (ANGSTROEM)
1 C -0.99074 -1.49803 1.88426
2 C -1.99557 -0.39780 1.75515
3 C -1.75786 0.75414 1.15144
4 O -2.60483 1.82122 1.21979
5 H -1.31769 -2.40595 1.36673
6 H -0.04853 -1.21646 1.41480
7 H -0.81862 -1.76783 2.92368
8 H -2.86897 -0.44499 2.39636
9 H -0.87186 0.90924 0.54846
10 H -2.22662 2.54143 0.70979
11 C 2.78101 -0.62706 -1.37660
12 C 1.92050 0.59060 -1.58693
13 C 0.61007 0.54865 -1.44978
14 O -0.21340 1.60952 -1.75706
15 H 3.66857 -0.38371 -0.79694
16 H 2.19511 -1.41778 -0.91152
17 H 3.12120 -0.98094 -2.35386
18 H 2.39434 1.46992 -2.00516
19 H 0.09789 -0.35731 -1.13792
20 H -1.07402 1.25314 -1.99472

## Properties
* calculated total energy: -10509.8711 eV
* LUMO energy: 0.72 eV
* structure (SMILES): C/C=C/O.C/C=C/O
* energy above the lowest of the compared OMol25 structures with the same formula, charge and spin: 56.2 kcal per mole

***

No. 2
The following is a quantum chemistry calculation of a 2-piece molecular cluster, C2H2N2O2 overall in a non-equilibrium geometry, from the Open Molecules 2025 dataset.

CARTESIAN COORDINATES (ANGSTROEM)
1 C 0.13667 0.27113 -0.80195
2 C -0.03287 -0.69835 1.06489
3 H -1.29350 1.77167 -0.95602
4 H -0.27516 -1.07982 2.02228
5 N -0.64559 0.04000 0.30702
6 N 1.34570 -0.18337 -0.50953
7 O -0.52445 0.75279 -1.86380
8 O 1.28920 -0.87406 0.73711

## Properties
* calculated total energy: -9176.2682 eV
* LUMO energy: -1.76 eV
* energy above the lowest of the compared OMol25 structures with the same formula, charge and spin: 127.3 kcal per mole

***

No. 3
The following is a quantum chemistry calculation of C21H43N2P3SSm as an isolated structure in a non-equilibrium geometry, from the Open Molecules 2025 dataset.

CARTESIAN COORDINATES (ANGSTROEM)
1 Sm 0.50569 -0.03615 0.18337
2 P 2.03324 1.71845 1.76406
3 P -1.44866 0.70471 2.23165
4 P -1.66761 2.46747 -0.91912
5 H 0.45087 -3.66479 -6.10453
6 C 0.57878 -2.62813 -6.44208
7 C 1.64778 -1.89057 -6.11736
8 H 2.36969 -2.22936 -5.36668
9 C 3.50246 0.96332 2.56942
10 C 1.53525 2.87816 3.09721
11 C 2.86099 2.89785 0.62494
12 C -3.03157 -0.19061 1.96856
13 C -1.02480 -0.03154 3.85118
14 C -2.09417 2.29245 2.88933
15 C -1.41948 2.94021 -2.63594
16 C -0.97305 3.82390 0.02651
17 C -3.43121 2.27006 -0.60097
18 H -0.18918 -2.25281 -7.12617
19 H 1.87854 -0.96639 -6.64480
20 H 3.67653 -0.04996 2.18189
21 H 3.34029 0.89980 3.65444
22 H 4.38474 1.58398 2.36047
23 H 1.18375 2.32975 3.97934
24 H 0.73837 3.55197 2.76526
25 H 2.40516 3.48494 3.38311
26 H 3.15630 2.39280 -0.30477
27 H 3.75642 3.27619 1.13487
28 H 2.19509 3.73255 0.37374
29 H -3.70885 0.05595 2.79756
30 H -2.83268 -1.26988 1.97028
31 H -3.49363 0.09719 1.01733
32 H -1.89669 0.08146 4.50589
33 H -0.17207 0.49687 4.29065
34 H -0.79393 -1.09422 3.72849
35 H -2.66389 2.06474 3.80071
36 H -2.75384 2.79003 2.17130
37 H -1.25424 2.94398 3.15580
38 H -2.22008 3.62647 -2.92642
39 H -1.42210 2.03714 -3.25550
40 H -0.43375 3.41070 -2.70933
41 H -1.36948 4.75699 -0.40728
42 H 0.11969 3.88175 -0.03035
43 H -1.23698 3.84251 1.08614
44 H -3.98877 2.96679 -1.24570
45 H -3.72354 2.46701 0.43817
46 H -3.76124 1.25301 -0.84372
47 C 0.41744 -1.19188 -2.99314
48 C -0.77394 -1.33358 -3.74303
49 C -1.39946 -2.57381 -3.81184
50 C -0.80567 -3.69877 -3.24095
51 C 0.51231 -3.60977 -2.78442
52 C 1.14039 -2.37396 -2.67796
53 S 1.06170 0.33850 -2.52119
54 H -0.95488 1.17355 -1.10952
55 H -1.15375 -0.47694 -4.30451
56 H -2.35515 -2.66510 -4.33367
57 H -1.34139 -4.65073 -3.16939
58 H 1.04290 -4.49994 -2.44522
59 H 2.16703 -2.30121 -2.30699
60 C 1.73329 -2.03993 3.55313
61 C 1.21741 -2.67474 2.32133
62 N 0.75680 -2.09065 1.19674
63 C 0.32712 -3.13277 0.35789
64 C 0.60871 -4.31828 0.95002
65 N 1.15597 -4.00422 2.18939
66 H 1.24333 -2.49899 4.42806
67 H 2.82180 -2.19294 3.62409
68 H 1.52916 -0.96014 3.55716
69 H -0.15005 -2.92737 -0.58720
70 H 0.46521 -5.32590 0.59939
71 H 1.41959 -4.64716 2.93086

## Properties
* multiplicity: 6
* calculated total energy: -82035.1093 eV
* expectation value of S²: 8.83
* LUMO energy (alpha / beta): -10.43 / -9.53 eV
* total charge: +3
* energy above the lowest of the compared OMol25 structures with the same formula, charge and spin: 0.0 kcal per mole

***

No. 4
The following is a quantum chemistry calculation of one molecule with the formula C4H12N2S in a non-equilibrium geometry, from the Open Molecules 2025 dataset.

CARTESIAN COORDINATES (ANGSTROEM)
1 C -2.87662 -0.26574 0.83175
2 N -1.71466 0.25149 0.03429
3 C -0.49301 -0.52652 0.12327
4 C 0.70569 0.22195 -0.50617
5 N 0.74668 1.59271 -0.32651
6 C 2.01250 -0.57304 -0.20032
7 S 3.25903 -0.21973 -1.32346
8 H -3.00779 -1.25943 0.99424
9 H -3.87686 0.14386 0.44453
10 H -2.80979 0.22232 1.73326
11 H -2.01434 0.65517 -0.90496
12 H -0.38027 -0.61010 1.21145
13 H -0.59760 -1.42919 -0.39452
14 H 0.42303 -0.00667 -1.55571
15 H 1.57096 2.01226 -0.75392
16 H 0.70582 2.04461 0.55096
17 H 2.23755 -0.18101 0.79663
18 H 1.72800 -1.60788 -0.04015
19 H 4.38169 -0.46507 -0.71462

## Properties
* calculated total energy: -18156.3816 eV
* LUMO energy: 0.92 eV
* structure (SMILES): CNC[C@@H](N)CS
* energy above the lowest of the compared OMol25 structures with the same formula, charge and spin: 37.7 kcal per mole